No. 1
Here is an isolated molecule of C6H5ClN2 from OMol25. Energies are from ωB97M-V/def2-TZVPD.

The geometry in XYZ format:
```
14
C6H5ClN2, DFT ωB97M-V/def2-TZVPD
C 0.322 -2.211 -0.302
C -0.310 -0.964 -0.228
C 0.616 -0.141 0.410
C 0.241 1.241 0.598
C -0.947 1.529 0.105
C -1.586 -0.345 -0.581
N 1.528 -2.153 0.242
N 1.694 -0.900 0.677
Cl -2.945 -0.803 0.406
H -0.031 -3.130 -0.724
H 0.905 1.934 1.099
H -1.587 2.376 0.042
H -1.855 -0.220 -1.621
H 2.559 -0.644 1.126
```

Summary:
HOMO   -8.6441 eV

***

No. 2
Here is an isolated molecule of C3H6OS from OMol25. Energies are from ωB97M-V/def2-TZVPD.

The geometry in XYZ format:
```
11
C3H6OS, DFT ωB97M-V/def2-TZVPD
C 0.682 -0.785 -1.866
O 0.764 0.132 -0.802
C -0.202 0.083 0.160
C -1.476 -0.781 -0.122
S 0.183 0.878 1.511
H 1.581 -0.612 -2.530
H 0.806 -1.874 -1.574
H -0.210 -0.524 -2.399
H -0.970 -1.810 0.104
H -1.959 -0.781 -1.074
H -2.308 -0.596 0.672
```

Summary:
SMILES string   COC(C)=S
HOMO   -8.6038 eV

***

No. 3
Here is an isolated molecule of C3H4N2O from OMol25. Energies are from ωB97M-V/def2-TZVPD.

The geometry in XYZ format:
```
10
C3H4N2O, DFT ωB97M-V/def2-TZVPD
O -2.277 -0.191 -0.084
C -1.076 -0.288 0.000
C -0.102 0.881 0.007
C 1.281 0.300 -0.110
N 1.176 -0.975 -0.024
N -0.166 -1.256 -0.006
H -0.296 1.108 1.074
H -0.453 1.724 -0.672
H 2.246 0.897 -0.103
H -0.332 -2.200 -0.082
```

Summary:
SMILES string   O=C1CC=NN1
HOMO   -9.7256 eV

***

No. 4
Here is C22H63CrCuO19 as an isolated structure from OMol25. Energies are from ωB97M-V/def2-TZVPD.

The geometry in XYZ format:
```
106
C22H63CrCuO19, DFT ωB97M-V/def2-TZVPD
Cr -10.647 -17.070 -22.679
Cu -13.785 -15.510 -22.291
C -12.150 -19.370 -25.474
C -10.739 -19.448 -24.774
O -10.729 -19.168 -23.407
H -12.185 -19.721 -26.506
H -12.491 -18.335 -25.431
H -12.877 -19.926 -24.883
H -10.020 -18.854 -25.337
H -10.532 -20.518 -24.795
C -10.937 -14.054 -25.573
C -11.923 -15.191 -25.138
O -11.876 -15.547 -23.754
H -10.940 -14.108 -26.661
H -9.928 -14.143 -25.171
H -11.288 -13.093 -25.196
H -11.788 -16.114 -25.702
H -12.911 -14.799 -25.379
C -13.744 -18.761 -20.405
C -12.399 -17.913 -20.154
O -12.198 -16.944 -21.149
H -13.715 -19.533 -21.173
H -14.709 -18.255 -20.433
H -13.896 -19.268 -19.452
H -11.502 -18.493 -19.936
H -12.540 -17.274 -19.283
C -9.065 -11.604 -22.615
C -8.185 -10.720 -23.518
O -7.761 -9.475 -23.059
O -8.512 -11.811 -21.373
H -9.046 -12.657 -22.896
H -10.062 -11.227 -22.385
H -8.699 -10.488 -24.450
H -7.276 -11.263 -23.780
H -6.884 -9.340 -23.425
H -8.227 -10.936 -21.100
C -9.438 -22.359 -21.738
C -10.390 -21.897 -20.624
O -11.506 -21.113 -21.225
O -8.151 -22.574 -21.148
H -9.120 -21.634 -22.487
H -9.888 -23.240 -22.196
H -9.770 -21.276 -19.977
H -10.871 -22.590 -19.935
H -11.083 -20.492 -21.823
H -8.124 -22.357 -20.213
C -7.758 -15.569 -22.865
C -8.469 -15.142 -21.556
O -9.819 -15.011 -21.619
O -8.565 -16.591 -23.464
H -6.819 -16.084 -22.662
H -7.747 -14.695 -23.516
H -8.156 -14.236 -21.038
H -8.308 -15.895 -20.785
H -10.126 -14.747 -20.749
H -7.939 -17.154 -23.925
C -10.229 -13.073 -17.593
C -11.131 -14.320 -17.895
O -10.649 -15.133 -19.044
O -10.997 -11.938 -17.814
H -9.182 -13.153 -17.887
H -10.208 -13.030 -16.504
H -12.207 -14.236 -18.045
H -11.008 -14.935 -17.004
H -11.379 -15.732 -19.219
H -10.417 -11.174 -17.770
C -6.910 -18.886 -19.707
C -7.554 -18.843 -21.054
O -8.964 -18.495 -20.938
O -7.175 -20.093 -18.958
H -7.315 -18.008 -19.205
H -5.871 -18.565 -19.776
H -7.296 -19.784 -21.540
H -7.198 -18.023 -21.677
H -9.357 -18.789 -20.112
H -6.333 -20.348 -18.573
C -13.598 -12.355 -19.880
C -12.464 -12.381 -20.910
O -12.639 -13.466 -21.847
O -13.382 -11.276 -19.092
H -13.466 -13.299 -19.351
H -14.635 -12.330 -20.216
H -11.580 -12.464 -20.277
H -12.393 -11.432 -21.440
H -11.836 -13.452 -22.373
H -13.316 -11.580 -18.184
C -7.410 -15.725 -26.624
C -7.081 -17.208 -26.490
O -6.199 -17.542 -25.358
O -6.154 -14.942 -26.518
H -7.922 -15.396 -25.720
H -8.129 -15.553 -27.425
H -6.631 -17.359 -27.471
H -7.984 -17.807 -26.373
H -5.545 -16.877 -25.130
H -5.823 -14.727 -27.393
C -15.979 -15.650 -24.456
C -15.440 -17.077 -24.193
O -14.939 -17.352 -22.892
O -15.122 -14.606 -23.868
H -16.958 -15.498 -24.003
H -15.943 -15.379 -25.511
H -14.632 -17.248 -24.904
H -16.243 -17.802 -24.326
H -14.989 -18.308 -22.814
H -15.201 -13.833 -24.431
```

Summary:
HOMO (spin up / spin down)   -9.8587 / -9.8955 eV
Charge   +1
Multiplicity   6

***

No. 5
Here is an isolated ion of composition C4H10NO2 and charge -1 from OMol25. Energies are from ωB97M-V/def2-TZVPD.

The geometry in XYZ format:
```
17
C4H10NO2, DFT ωB97M-V/def2-TZVPD
N 1.592 0.453 -0.408
C 0.544 0.348 0.578
C 0.914 -0.833 1.681
O 2.209 -0.709 2.026
C -0.798 -0.128 -0.101
C -1.096 0.536 -1.418
O -2.455 0.482 -1.837
H 2.114 -0.411 -0.419
H 2.230 1.211 -0.198
H 0.268 1.232 1.152
H 0.719 -1.830 1.239
H 0.153 -0.636 2.452
H -0.817 -1.226 -0.155
H -1.538 0.152 0.648
H -0.810 1.596 -1.499
H -0.426 0.120 -2.197
H -2.803 -0.357 -1.544
```

Summary:
SMILES string   N[C@H](C[O-])CCO
HOMO   -2.3556 eV
Charge   -1

***

Number 1: electronic energy -801.23562 hartree, F_max 4.17 eV/Å. Number 2: electronic energy -591.28113 hartree, F_max 3.62 eV/Å. Number 3: electronic energy -301.42129 hartree, F_max 3.46 eV/Å. Number 4: electronic energy -4989.97582 hartree, F_max 3.41 eV/Å. Number 5: electronic energy -363.60646 hartree, F_max 3.45 eV/Å.